1.
{"formula": "C17H27N3O4S", "method": "ωB97M-V with the def2-TZVPD basis set", "symbols": ["C", "H", "C", "C", "N", "C", "N", "C", "H", "H", "C", "C", "O", "C", "C", "H", "H", "H", "C", "N", "C", "O", "C", "O", "O", "C", "C", "H", "H", "H", "H", "H", "C", "H", "H", "H", "H", "C", "H", "H", "C", "H", "H", "H", "S", "H", "H", "H", "H", "H", "H", "H"], "coordinates": [[-3.5584, -1.3567, -0.0804], [-3.6249, -1.5419, 0.9892], [-3.0999, -2.6108, -0.8116], [-1.8285, -3.1998, -0.2029], [-0.6852, -2.3211, -0.2917], [-0.0976, -1.7490, 0.7835], [1.0677, -1.0582, 0.5498], [1.6776, -0.3414, 1.6498], [0.8756, 0.0409, 2.2860], [2.2978, -1.0185, 2.2549], [2.5526, 0.8331, 1.1710], [3.5467, 0.3085, 0.1555], [4.7423, 0.3852, 0.2626], [2.8342, -0.3284, -1.0257], [3.8275, -0.8439, -2.0629], [3.3054, -1.2847, -2.9085], [4.4528, -0.0290, -2.4186], [4.4771, -1.5931, -1.6180], [1.9223, 0.7419, -1.6585], [1.0222, 1.3252, -0.6874], [-0.2881, 1.0195, -0.7643], [-0.7510, 0.3102, -1.6421], [-1.2358, 1.6435, 0.2707], [-0.9951, 1.8206, 1.4396], [-2.3837, 1.9305, -0.3090], [-3.4246, 2.4372, 0.5351], [-4.6679, 2.6294, -0.3098], [-5.4765, 3.0017, 0.3122], [-4.9644, 1.6833, -0.7531], [-4.4742, 3.3410, -1.1077], [-3.0869, 3.3809, 0.9782], [-3.5935, 1.7197, 1.3452], [1.7001, 1.9020, 0.4453], [0.9843, 2.3217, 1.1485], [2.3625, 2.6993, 0.0875], [1.3201, 0.3003, -2.4555], [2.5464, 1.5373, -2.0798], [2.0055, -1.4980, -0.4608], [1.4761, -1.9913, -1.2762], [2.7043, -2.2284, -0.0215], [3.2564, 1.4665, 2.3671], [3.8692, 2.3040, 2.0434], [2.5263, 1.8169, 3.0914], [3.9074, 0.7394, 2.8451], [-0.7124, -1.8851, 2.3127], [-0.5623, -1.8658, -1.1869], [-1.5750, -4.1320, -0.7238], [-1.9881, -3.4211, 0.8546], [-2.9236, -2.3737, -1.8638], [-3.8773, -3.3758, -0.7631], [-2.8512, -0.5510, -0.2521], [-4.5341, -1.0411, -0.4431]], "atomic_forces_ev_per_a": [[-0.019, -0.138, -0.075], [-0.021, 0.027, 0.109], [0.203, 0.116, 0.235], [-0.315, -0.461, -0.141], [0.179, 0.193, -0.187], [0.087, -0.155, 0.037], [-0.282, -0.257, -0.001], [0.047, 0.260, 0.210], [0.204, -0.049, -0.041], [-0.065, 0.026, 0.017], [0.197, 0.191, 0.240], [-0.485, -0.006, -0.031], [0.282, 0.015, 0.011], [0.219, -0.195, -0.300], [-0.183, 0.133, 0.281], [-0.081, -0.057, -0.107], [0.085, 0.028, -0.049], [0.087, -0.054, -0.006], [-0.017, -0.261, -0.199], [-0.208, 0.420, -0.252], [0.122, 0.088, -0.374], [-0.169, -0.029, 0.065], [-0.033, 0.084, 0.417], [-0.059, -0.113, -0.165], [-0.056, -0.049, -0.473], [-0.324, 0.190, 0.434], [0.448, -0.120, 0.045], [-0.085, 0.041, 0.057], [-0.089, -0.082, -0.047], [-0.043, 0.083, -0.079], [-0.031, -0.165, -0.021], [0.065, 0.109, -0.094], [0.179, 0.134, 0.465], [0.170, -0.008, -0.117], [-0.024, -0.018, 0.030], [0.161, 0.067, 0.057], [-0.019, -0.021, 0.009], [0.124, -0.003, -0.312], [0.122, 0.032, 0.064], [-0.050, -0.012, -0.050], [-0.104, -0.171, -0.294], [0.076, 0.072, 0.018], [-0.107, 0.051, 0.098], [0.076, -0.015, 0.061], [-0.264, -0.070, 0.664], [0.143, 0.047, 0.102], [-0.062, 0.040, 0.098], [0.033, -0.036, -0.213], [-0.069, -0.075, -0.091], [0.025, -0.055, -0.092], [0.028, 0.123, 0.025], [-0.096, 0.106, -0.038]], "homo_lumo_gap_ha": 0.3137, "smiles": "CCCNC(=S)N1C[C@]2(C)CN(C(=O)C(=O)OCC)C[C@](C)(C1)C2=O", "lumo_energy_ha": 0.0214, "homo_ev": -7.95}

***

2.
{"formula": "C17H27N5O3", "method": "ωB97M-V with the def2-TZVPD basis set", "symbols": ["C", "C", "C", "C", "N", "C", "C", "C", "C", "C", "O", "C", "C", "N", "C", "O", "C", "O", "N", "C", "C", "C", "C", "N", "N", "H", "H", "H", "H", "H", "H", "H", "H", "H", "H", "H", "H", "H", "H", "H", "H", "H", "H", "H", "H", "H", "H", "H", "H", "H", "H", "H"], "coordinates": [[1.2643, -0.3717, 5.6267], [2.0329, 0.6872, 4.8470], [1.8169, 0.5663, 3.3444], [2.5891, 1.6257, 2.5715], [2.3925, 1.5013, 1.1376], [1.3674, 1.9472, 0.3866], [1.6217, 1.4559, -0.8720], [0.8069, 1.5426, -2.1403], [1.6188, 1.0558, -3.3413], [0.4639, 3.0055, -2.4649], [-0.4122, 3.6192, -1.5485], [-1.6497, 2.9407, -1.5857], [-1.4788, 1.5123, -1.1275], [-0.4838, 0.8042, -1.9415], [-0.5278, -0.5618, -2.0199], [0.3243, -1.2446, -2.5530], [-1.7618, -1.2663, -1.4339], [-1.8828, -0.9807, -0.0279], [-2.3264, -2.1457, 0.6260], [-2.2478, -3.1294, -0.1727], [-2.6216, -4.5043, 0.2546], [-1.6776, -2.7805, -1.5203], [-2.3921, -3.3821, -2.7197], [2.7738, 0.7353, -0.8052], [3.2297, 0.7663, 0.4064], [1.4273, -0.2736, 6.7001], [0.1917, -0.2908, 5.4410], [1.5755, -1.3749, 5.3302], [1.7275, 1.6845, 5.1791], [3.1017, 0.6043, 5.0661], [2.1342, -0.4200, 2.9958], [0.7512, 0.6545, 3.1122], [2.2815, 2.6298, 2.8680], [3.6602, 1.5317, 2.7455], [0.6002, 2.5871, 0.7829], [2.3850, 1.8078, -3.5445], [2.1062, 0.1105, -3.1593], [0.9701, 0.9654, -4.2127], [1.3879, 3.5807, -2.4620], [0.0231, 3.0383, -3.4707], [-2.3281, 3.4666, -0.9146], [-2.0598, 2.9743, -2.6042], [-1.1926, 1.4984, -0.0730], [-2.4373, 1.0076, -1.2007], [-2.6723, -0.9203, -1.9448], [-1.7700, -5.1781, 0.1400], [-2.9431, -4.5032, 1.2933], [-3.4293, -4.8938, -0.3678], [-0.6264, -3.0840, -1.5426], [-2.3250, -4.4704, -2.7132], [-3.4484, -3.1039, -2.7285], [-1.9310, -3.0273, -3.6415]], "atomic_forces_ev_per_a": [[-0.001, -0.001, -0.001], [0.001, 0.002, -0.002], [0.000, 0.001, 0.000], [-0.010, -0.005, -0.015], [-0.009, -0.021, -0.025], [0.078, 0.143, -0.024], [-0.042, -0.234, 0.051], [-0.045, -0.035, -0.003], [-0.042, 0.084, -0.015], [0.044, -0.013, 0.010], [0.001, 0.034, 0.016], [-0.005, 0.018, 0.016], [-0.008, -0.029, 0.008], [-0.017, 0.117, 0.014], [0.041, -0.088, -0.040], [0.068, 0.076, 0.050], [-0.020, -0.008, -0.016], [-0.007, -0.011, 0.000], [0.008, 0.010, -0.011], [0.015, 0.006, -0.005], [-0.021, -0.009, -0.009], [-0.004, 0.007, -0.007], [-0.010, -0.002, 0.005], [-0.019, 0.027, 0.020], [0.008, 0.019, -0.006], [0.000, 0.000, -0.001], [0.000, 0.000, 0.001], [0.001, 0.000, 0.001], [0.000, -0.001, 0.002], [-0.001, -0.001, 0.001], [0.000, 0.001, 0.001], [-0.001, -0.001, 0.001], [0.003, 0.000, 0.000], [0.001, 0.001, 0.000], [-0.002, -0.006, -0.008], [-0.007, -0.025, -0.040], [0.020, -0.047, 0.030], [0.000, -0.005, 0.012], [0.003, 0.003, -0.005], [0.012, 0.009, -0.007], [-0.013, -0.012, -0.007], [-0.009, -0.006, -0.001], [-0.020, -0.020, -0.016], [-0.014, -0.007, 0.000], [0.006, 0.027, 0.019], [0.004, 0.000, 0.009], [0.008, -0.001, 0.002], [0.002, 0.002, 0.002], [0.004, 0.002, 0.004], [-0.003, 0.000, -0.001], [0.002, -0.003, -0.007], [-0.001, 0.000, -0.003]], "homo_lumo_gap_ha": 0.3663, "smiles": "CCCCn1cc([C@]2(C)COCCN2C(=O)[C@@H]2ON=C(C)[C@H]2C)nn1", "lumo_energy_ha": 0.0271, "homo_ev": -9.23}